Density functional theory data (ωB97M-V/def2-TZVPD) for a cluster of 2 separate species, C16H17N in total.

The SMILES is Cc1c[nH]c2ccccc12.Cc1ccccc1. For the HOMO energy, the calculation gives -7.8 eV. The LUMO energy comes out at 0.73 eV. The multiplicity is 1.

Last column: Mulliken charge in e.
Positions of all 34 atoms, in Å:
C 1.36 -4.69 1.44  -1.3324
C 0.82 -1.22 0.13  -0.5690
C 1.67 -2.23 0.60  0.7937
C 0.85 -3.39 0.89  0.6456
C -0.42 -3.02 0.62  -0.8187
C 2.72 0.15 -0.24  -0.2922
C 1.35 0.01 -0.25  -0.0119
C 3.60 -0.83 0.28  -0.7627
C 3.06 -2.07 0.55  -0.4716
N -0.46 -1.71 0.16  0.0324
H 3.15 1.09 -0.57  0.3735
H 0.78 0.84 -0.63  0.1592
H 4.67 -0.68 0.22  0.3669
H 3.67 -2.90 0.90  0.3050
H -1.29 -1.15 0.09  0.2058
H -1.35 -3.54 0.79  0.3867
H 0.55 -5.20 1.96  0.3622
H 2.16 -4.46 2.13  0.3494
H 1.78 -5.35 0.68  0.2568
C -3.77 1.56 -1.12  -1.4072
C -0.17 3.77 -0.24  -0.3701
C -1.27 3.86 0.63  -0.4787
C -0.24 2.90 -1.29  -0.6199
C -2.43 3.17 0.36  -0.4571
C -1.41 2.18 -1.55  -0.1122
C -2.53 2.32 -0.75  0.5943
H 0.69 4.37 -0.01  0.3989
H -1.14 4.55 1.45  0.3788
H 0.54 2.83 -2.04  0.4031
H -3.31 3.42 0.93  0.3354
H -1.39 1.42 -2.32  0.3907
H -4.63 1.62 -0.46  0.3603
H -3.48 0.51 -1.22  0.2654
H -4.13 1.88 -2.09  0.3400

Density functional theory data (ωB97M-V/def2-TZVPD) for a structure of composition C4H8N2.

Its total charge is +2. For the HOMO energy, the calculation gives -21.2 eV. The LUMO energy comes out at -12.50 eV. The multiplicity is 1.

Last column: Mulliken charge in e.
Positions of all 14 atoms, in Å:
C 0.52 1.62 -0.03  0.2189
C -0.76 0.15 0.11  0.2794
C -1.57 -0.99 0.03  -0.7827
C 1.79 -0.53 -0.16  -0.6407
N -0.89 1.43 0.24  -0.1058
N 0.71 0.34 0.04  0.1233
H 1.16 2.47 -0.02  0.4230
H -2.49 -0.78 0.65  0.4087
H -0.91 -1.90 0.33  0.3444
H -2.08 -1.01 -0.94  0.3797
H 1.71 -1.41 0.66  0.3174
H 2.89 -0.27 -0.10  0.3510
H 1.68 -1.17 -1.03  0.3898
H -1.75 2.03 0.23  0.2934

Density functional theory data (ωB97M-V/def2-TZVPD) for a cluster of 11 separate species, C5H32NO10 in total.

Its total charge is +1. For the HOMO energy, the calculation gives -12.4 eV. The LUMO energy comes out at -2.36 eV. The multiplicity is 1.

Last column: Mulliken charge in e.
Positions of all 48 atoms, in Å:
C 0.08 0.20 3.53  -0.7768
C -1.09 -0.24 2.66  -0.5813
C -0.60 -1.08 1.51  1.1204
C -0.11 -0.52 0.41  0.5275
C -0.71 -2.56 1.70  -1.5739
N 1.06 1.05 2.75  -0.0426
H -0.30 0.74 4.36  0.4748
H 0.66 -0.68 3.91  0.3680
H -1.70 0.66 2.29  0.2430
H -1.81 -0.78 3.33  0.4512
H -0.09 0.49 0.24  0.6078
H 0.27 -1.10 -0.40  -1.3760
H -0.21 -3.06 0.83  0.3058
H -0.27 -2.88 2.55  0.4743
H -1.79 -2.87 1.73  0.3003
H 1.52 0.42 2.01  0.2509
H 0.55 1.82 2.19  0.2787
H 1.78 1.53 3.28  0.4070
H 2.68 1.02 0.25  0.4548
H 2.53 -0.56 0.22  0.3586
O 2.65 0.24 0.80  -0.8128
H -0.16 3.71 0.65  0.3103
H 0.81 2.74 0.10  0.3653
O 0.07 2.79 0.70  -0.7790
H 2.14 1.75 -1.60  0.4610
H 2.85 3.04 -1.04  0.2423
O 2.24 2.36 -0.78  -0.7764
H -0.15 -3.78 -1.89  0.3007
H -0.64 -2.21 -1.82  0.3904
O 0.18 -2.86 -1.86  -0.7124
H -0.75 1.44 -4.19  0.2862
H -1.04 1.29 -2.69  0.4593
O -0.63 0.88 -3.46  -0.7354
H -4.61 -0.23 -0.27  0.2865
H -3.19 -0.85 -0.67  0.3662
O -3.61 -0.21 -0.10  -0.6796
H -1.91 -0.94 -2.95  0.3692
H -1.58 -0.19 -1.61  0.4137
O -1.82 -1.08 -1.94  -0.7471
H 2.11 -0.11 -2.37  0.4368
H 1.01 0.81 -3.06  0.4443
O 1.97 0.76 -2.74  -0.8432
H 1.60 -1.99 -1.44  0.3662
H 3.23 -2.00 -1.49  0.2619
O 2.41 -1.44 -1.28  -0.7644
H -2.58 1.13 -0.73  0.3959
H -1.25 1.87 -0.44  0.3029
O -1.82 1.49 -1.15  -0.8811

Total energy, respectively: -674.641829 -265.878808 -1016.675731 Eh.
Maximum force, respectively: 1.70 5.95 4.24 eV/Å.
Relative energy (zero: lowest compared OMol25 entry of this formula, charge and spin), respectively: 0.4026 2.6030 0.0000 eV.